1.
A 2-piece molecular cluster, C4H9NO overall, computed with ωB97M-V/def2-TZVPD.

Geometry (Å):
C: 0.8612 -2.0746 0.3059
H: 1.5391 -2.9250 0.4218
H: -1.9965 0.3088 -1.7361
H: -1.6739 -0.1552 0.0363
C: -1.4393 0.4769 -0.8176
H: -0.2738 2.0113 -1.6297
C: 0.3297 1.7121 0.4796
O: 1.0554 -1.4879 -0.8764
C: -0.4873 1.4097 -0.7451
H: 0.0229 -2.2601 1.9815
H: 1.3930 1.7999 0.2273
H: 0.2125 0.9286 1.2346
H: 0.0267 2.6709 0.9182
H: 0.4249 -0.7413 -0.9527
N: 0.0055 -1.6739 1.1522

Cartesian forces (eV/Å) of the 2 atoms listed first:
-0.067 -0.106 0.301
-0.099 0.073 0.043

Results
structure (SMILES)	[H]/N=C/O.C=CC
E_tot	-7830.683	eV
ΔE to the lowest compared entry with this formula, charge and spin	37.7	kcal per mole
charge	0
gap between HOMO and LUMO	0.3986	hartree

=====

2.
C24H23N3O5S2 as an isolated structure, computed with ωB97M-V/def2-TZVPD.

Geometry (Å):
H: 1.4743 -1.2552 -4.2533
H: -4.1291 -3.0213 1.3775
O: 2.0218 1.8102 2.8307
C: -1.2701 2.3804 0.8696
S: -1.1531 -0.9207 -3.0493
C: -3.0577 -1.5859 2.5428
C: 6.7517 -1.6669 -0.8626
H: -0.1678 -0.8114 -0.3317
H: 5.4483 -2.4585 -2.3134
C: -3.1329 -0.2818 3.4286
H: -4.1848 0.8035 4.7900
S: -1.4798 -1.4751 1.7638
C: -1.1330 1.2954 -1.6811
C: 5.4508 -1.5325 -1.7020
N: 0.2836 0.3664 2.7561
C: 0.6073 -1.0629 -2.4959
H: -0.6429 0.9751 -4.9844
C: -5.3109 -0.7440 3.8792
H: 6.7719 -0.8795 -0.3505
C: -4.1644 0.0633 4.1849
C: -1.0808 -0.0222 2.7251
C: -0.1703 2.8502 3.1487
H: 1.1232 -0.2571 2.5058
C: 0.8438 -0.9326 -1.1205
C: -2.5148 1.2834 -0.9866
H: -3.2092 0.7284 -1.2045
H: 0.6697 1.3569 -3.8598
H: 0.5967 3.1698 0.3986
C: -2.4237 1.5575 0.3053
C: 1.6136 -1.2983 -3.2713
C: 2.8337 -1.4702 -3.0642
O: -1.9983 -1.2511 -2.0698
C: 0.6115 1.7136 2.7491
N: -1.0935 0.7947 -2.8533
C: -0.4355 1.5147 -4.0920
C: 2.2980 -1.2830 -0.5472
H: 3.7240 -1.4860 -3.7621
C: 3.2981 -1.3539 -1.4821
H: -6.2426 -0.8006 4.2745
O: 4.5233 -1.1962 -0.8582
H: -6.2293 -2.5088 2.8852
O: -1.5211 2.6930 2.2578
H: 0.8204 1.9685 -1.7542
H: 5.4522 -0.6945 -2.4904
C: -4.2001 -1.9205 2.2242
H: 2.3946 -1.1320 0.5564
H: -0.5448 2.4080 -4.2147
H: 7.7385 -1.6406 -1.5018
H: -0.7172 2.8559 4.1884
H: 6.6725 -2.5032 -0.0606
H: -3.2989 1.5575 1.0720
H: 0.2647 3.8143 2.6815
C: -0.1261 2.2933 0.0439
C: -5.4998 -1.8570 2.8172
C: -0.1756 1.9404 -1.2221
O: -1.1145 -1.4263 -4.3657
N: -1.8660 0.5357 3.5485

Cartesian forces (eV/Å) of the 2 atoms listed first:
-1.376 -0.148 -4.405
-0.289 3.265 1.980

Results
E_tot	-61619.798	eV
ΔE to the lowest compared entry with this formula, charge and spin	489.7	kcal per mole
charge	0
gap between HOMO and LUMO	0.2835	hartree

=====

3.
C25H25O4SW as an isolated structure, computed with ωB97M-V/def2-TZVPD.

Geometry (Å):
H: 2.5704 -1.7806 0.2628
C: -0.1642 1.4464 6.5534
C: -0.5651 0.8530 5.3552
H: -0.1930 2.8605 -8.1762
H: -1.1560 1.4138 2.0293
O: -0.7365 -0.2774 2.3027
O: -0.7462 -2.7050 3.5444
W: 0.1685 -0.0149 -0.3246
C: 0.3934 2.2671 -0.7786
C: 0.8535 -0.2158 -9.1123
C: 0.9408 1.4770 1.2865
C: -0.7239 -1.8592 0.7865
C: 1.4979 -1.8658 0.2110
C: -0.4635 1.6486 1.2381
C: -0.7987 2.1388 -0.0347
O: -0.1421 -0.1667 -4.3140
H: 1.2313 -0.7515 -9.9731
C: 0.0743 0.6549 7.6867
H: -0.7423 1.4766 4.4889
C: -0.4985 -1.3302 6.4013
H: 0.8493 -1.3502 2.2750
C: -0.6245 -2.2321 -0.5695
C: -1.2429 -0.9338 -4.7910
S: -1.2322 -1.2541 3.7113
C: -0.7328 -0.5347 5.2741
C: 0.7406 -2.2326 -0.9201
O: -2.7604 -1.3847 3.6218
C: -0.0993 1.1508 -6.8939
H: 0.9715 -1.9212 -7.8212
H: -0.2331 1.0580 9.7715
H: 0.6457 1.6452 -10.1605
H: 1.5051 1.1196 2.1303
H: 0.4533 2.5769 -1.8087
H: 0.0850 -1.3605 8.4709
H: 1.4983 0.8740 9.2760
C: 0.5098 1.2821 8.9778
H: -0.6238 -2.4040 6.3483
H: 1.1317 -2.4238 -1.9069
C: 0.2212 -0.1994 -6.7834
C: 0.7056 -0.8741 -7.9009
C: 0.0531 1.8093 -8.1037
C: 0.5887 -1.6369 1.2710
H: 0.6723 -1.8035 -5.3834
H: -2.0695 -0.3595 -5.1972
H: -0.0387 2.5216 6.5935
C: 1.4777 1.8647 0.0374
H: -0.4462 1.6819 -6.0181
H: 0.6008 2.3857 8.8837
H: -1.4443 -2.4489 -1.2299
H: -1.6355 -1.7610 1.3514
C: -0.0962 -0.7371 7.6042
C: 0.5257 1.1284 -9.2176
H: 2.5209 1.8712 -0.2315
H: -1.7913 2.3317 -0.4013
C: 0.0347 -0.9324 -5.5105
H: -1.5192 -1.7876 -4.1797

Cartesian forces (eV/Å) of the 2 atoms listed first:
0.068 -0.033 -0.016
-0.160 -0.811 -0.152

Results
2S+1	3
E_tot	-47166.505	eV
charge	+1
gap between HOMO and LUMO (alpha / beta)	0.1895 / 0.2057	hartree

=====

4.
One molecule with the formula C4HCl3, computed with ωB97M-V/def2-TZVPD.

Geometry (Å):
C: 1.2202 0.5883 0.6451
H: -0.4277 -0.4411 -0.1798
Cl: 1.5168 -1.3856 -1.1385
Cl: -0.7266 2.7155 0.9572
C: 1.6524 1.4700 1.5406
Cl: 1.3865 2.8231 -0.9834
C: 0.6454 -0.3051 -0.1614
C: 0.8414 2.0958 0.5132

Cartesian forces (eV/Å) of the 2 atoms listed first:
-0.018 -0.760 -0.066
-0.022 0.133 -0.036

Results
E_tot	-41726.106	eV
ΔE to the lowest compared entry with this formula, charge and spin	47.7	kcal per mole
charge	0
gap between HOMO and LUMO (alpha / beta)	0.2769 / 0.2770	hartree

=====

5.
An isolated ion of composition C5H8ClN2 and charge +1, computed with ωB97M-V/def2-TZVPD.

Geometry (Å):
H: 2.6208 -0.8899 -0.9697
H: 0.4168 1.6998 1.3421
C: 0.2849 1.0910 0.4396
H: 2.3768 0.7307 0.4154
C: 1.5067 0.5824 -0.0731
H: 0.9762 -2.5149 -1.1669
C: 1.5518 -0.4995 -1.0839
H: 1.2791 0.1919 -1.9482
C: -1.9482 0.9720 0.9177
Cl: -1.7181 -2.5344 -0.1282
N: -0.9125 0.8847 0.0087
N: 0.6809 -1.5684 -0.8773
H: -1.5815 1.1032 2.0050
H: -2.3656 2.0015 0.8981
C: -0.5283 -1.4596 -0.4745
H: -2.6399 0.2093 0.6951

Cartesian forces (eV/Å) of the 2 atoms listed first:
-1.540 0.437 -1.269
-0.134 -0.144 0.093

Results
E_tot	-20804.981	eV
ΔE to the lowest compared entry with this formula, charge and spin	131.7	kcal per mole
charge	+1
gap between HOMO and LUMO (alpha / beta)	0.2868 / 0.2663	hartree

=====

6.
C8H19N2O4Se2Tc as an isolated structure, computed with ωB97M-V/def2-TZVPD.

Geometry (Å):
C: 2.6197 -2.4769 -1.0450
C: -3.1960 -1.0283 0.8091
C: 2.8640 1.3639 -0.9735
C: -3.2736 1.8930 -1.3773
H: -2.6749 2.7840 -1.5483
O: -1.4314 2.1783 1.1136
H: 2.1213 2.0697 -0.6031
H: -2.3682 -1.1513 3.8082
H: -0.8011 -0.2960 3.8595
H: -4.0940 -1.0072 -1.1666
N: 3.0767 -1.0699 -1.1665
H: -2.6320 -1.9924 -1.0678
N: -0.6113 2.4104 2.1395
H: -3.7145 -1.8985 1.2157
H: -3.7654 1.9137 -0.4095
H: 3.0797 1.5998 -2.0187
O: -0.7605 3.2095 2.9545
H: 4.8315 -1.8776 -1.9791
H: 4.4194 -0.2642 -2.6001
H: 3.7860 1.5060 -0.4052
Tc: -0.2908 0.7036 0.3107
H: 5.0918 -0.4569 -0.9397
C: 4.4637 -0.8930 -1.7141
C: -1.7528 -0.3820 3.3423
H: -3.6649 -0.1198 1.1848
C: -3.1118 -1.0862 -0.6969
O: 0.3514 1.5303 2.0682
Se: -1.3810 -1.0953 1.5621
H: 3.4339 -3.0307 -0.5849
Se: -2.0350 0.3733 -1.4350
H: 2.4324 -2.8517 -2.0499
H: -2.2927 0.5569 3.2627
H: 1.7321 -2.5383 -0.4272
H: -3.9653 1.7199 -2.1992
O: 1.1259 -0.2555 -0.3694
C: 2.3877 -0.0403 -0.8537

Cartesian forces (eV/Å) of the 2 atoms listed first:
0.062 0.329 0.069
0.056 0.031 0.037

Results
2S+1	2
E_tot	-152631.850	eV
ΔE to the lowest compared entry with this formula, charge and spin	4.9	kcal per mole
charge	+3
gap between HOMO and LUMO (alpha / beta)	0.2568 / 0.2860	hartree

=====

| no. | strongest force on any atom (eV Å⁻¹) | molar mass (g/mol) |
| --- | --- | --- |
| 1 | 0.41 | 87.12 |
| 2 | 15.23 | 497.60 |
| 3 | 8.36 | 605.38 |
| 4 | 0.77 | 155.41 |
| 5 | 4.55 | 131.59 |
| 6 | 1.09 | 463.17 |